Record 1
18
Properties=species:S:1:pos:R:3:mulliken_charge:R:1 method="wB97M-V/def2-TZVPD" multiplicity=1 homo_energy_ev="-7.172 / -7.012" orbital_gap_ev="7.72 / 6.82"
C -1.18 0.19 -0.19 0.97
C -2.32 0.66 -0.78 -1.43
C -0.02 1.16 -0.05 -0.77
C 1.34 0.56 0.32 -0.67
C -1.07 -1.11 0.29 -0.18
C 1.77 -0.49 -0.63 -0.36
S -2.31 -2.30 0.02 -0.24
S 2.76 -1.82 -0.21 -0.17
H -3.20 0.04 -0.85 0.31
H -2.40 1.66 -1.15 0.30
H 0.08 1.69 -1.00 0.36
H -0.29 1.91 0.70 0.36
H 2.06 1.40 0.32 0.31
H 1.31 0.16 1.34 0.33
H -0.21 -1.48 0.81 0.27
H 1.58 -0.39 -1.68 0.34
H -1.62 -3.33 0.49 0.14
H 2.79 -1.61 1.11 0.13


Record 2
21
Properties=species:S:1:pos:R:3:mulliken_charge:R:1 method="wB97M-V/def2-TZVPD" smiles=Cl[C@]1(Br)C[NH+]2CCN1CC2 multiplicity=1 homo_energy_ev=-13.683 orbital_gap_ev=10.23 charge=+1
C -0.37 1.62 0.01 -0.42
C -0.21 0.01 1.77 -0.75
C 0.41 0.68 -0.89 -0.45
C 0.60 -0.89 0.82 -0.42
C -1.29 -1.00 -0.84 -1.20
C -2.07 -0.20 0.25 0.75
N -1.07 0.85 1.03 -0.33
N 0.19 -0.74 -0.63 0.02
Cl -2.65 -1.33 1.42 -0.11
Br -3.45 1.06 -0.63 -0.07
H 0.41 2.24 0.50 0.40
H -1.23 2.18 -0.46 0.10
H -0.95 -0.45 2.50 0.43
H 0.57 0.66 2.22 0.37
H 0.34 0.90 -2.06 0.34
H 1.44 0.97 -0.68 0.38
H 1.73 -0.73 0.85 0.42
H 0.41 -1.93 1.21 0.28
H -1.54 -2.07 -0.83 0.42
H -1.56 -0.67 -1.77 0.52
H 0.60 -1.36 -1.28 0.30


Computed energy relative to the best compared isomer or geometry (same formula, charge and spin), in the same sequence as the records: 66.1; 6.7 kcal per mole.